<w>
Density functional theory data (the ωB97M-V functional and the def2-TZVPD basis) for an isolated molecule of C8H12N2O2.

- LUMO (eV) = 0.52
- Kohn-Sham gap (eV) = 8.33

Structure (ORCA input):
```
! RIJCOSX wB97M-V def2-TZVPD def2/J DEFGRID3
* xyz 0 1
N -1.54011 -1.71083 1.05582
C -2.31993 -0.53536 0.41073
C -1.69505 -0.17082 -0.97996
C -0.28983 -0.03943 -0.54614
C 0.74701 -0.92438 -0.67222
C 1.99437 -0.65436 -0.25296
O 3.09607 -1.58867 -0.35578
C 2.32130 0.63287 0.15497
O 3.60046 0.79299 0.54542
C 1.31221 1.62517 0.30066
C 0.02218 1.27184 -0.17073
N -1.03858 2.21223 0.01043
H -1.98557 -1.98746 1.93974
H -0.50884 -1.33298 1.09304
H -3.27380 -0.96316 0.33268
H -2.51173 0.29451 1.11519
H -2.12505 0.79809 -1.43096
H -1.66105 -1.09052 -1.54966
H 0.61855 -1.93876 -1.34780
H 2.50780 -2.54282 0.00366
H 4.33828 0.10741 0.35347
H 1.27727 2.56628 0.90901
H -2.01979 1.85525 -0.36912
H -0.86615 3.32291 -0.54950
*
```



<x>
Density functional theory data (the ωB97M-V functional and the def2-TZVPD basis) for a cluster of 2 separate species, C8H12N2O2 in total.

- LUMO (eV) = 0.58
- Kohn-Sham gap (eV) = 10.09

Structure (ORCA input):
```
! RIJCOSX wB97M-V def2-TZVPD def2/J DEFGRID3
* xyz 0 1
C 1.31774 1.31212 -1.81300
C 0.61259 0.62583 -1.06955
O 0.15797 -0.25449 -0.20117
C -1.25300 -0.17052 0.18933
C -1.58027 -1.46596 0.91467
C -1.55065 1.13609 1.01599
C -2.01571 -0.05360 -1.12165
H 1.50062 1.58366 -2.78513
H -2.36655 -1.89381 0.34298
H -0.65405 -2.00333 0.83021
H -1.87663 -1.15404 1.94326
H -0.85057 1.18906 1.95099
H -2.54724 1.11106 1.41117
H -1.47458 2.02684 0.45337
H -3.05251 0.21108 -0.77243
H -1.73763 0.97901 -1.56971
H -1.84367 -0.91775 -1.84405
N 2.75215 1.76519 0.97249
C 2.52225 0.67365 0.71100
C 2.24280 -0.70863 0.81232
N 2.82296 -1.59301 0.09174
O 3.68416 -1.19891 -0.88998
H 1.65285 -1.00320 1.61662
H 3.53697 -0.19632 -1.18947
*
```



Stability check: which of them is least stable? <x>.



<w>
Density functional theory data (the ωB97M-V functional and the def2-TZVPD basis) for a structure of composition C2FN3.

- LUMO (eV) = -1.43
- Kohn-Sham gap (eV) = 10.63

Structure (ORCA input):
```
! RIJCOSX wB97M-V def2-TZVPD def2/J DEFGRID3
* xyz 0 1
C -0.04871 0.69279 0.93700
C -0.06251 -0.03826 -0.26517
N -0.15698 1.04277 2.00575
N 0.45614 0.09883 -1.64341
N -0.68757 -0.20708 -1.45313
F 0.49962 -1.58904 0.41895
*
```



<x>
Density functional theory data (the ωB97M-V functional and the def2-TZVPD basis) for a cluster of 2 separate species, C2FN3 in total.

- LUMO (alpha / beta) (eV) = -1.16 / -3.96
- Kohn-Sham gap (alpha / beta) (eV) = 11.53 / 6.03

Structure (ORCA input):
```
! RIJCOSX wB97M-V def2-TZVPD def2/J DEFGRID3
* xyz 0 1
C -2.03638 -0.03724 -0.01205
C 1.37117 0.05297 0.08635
N -2.99370 0.55356 -0.15755
N 1.28734 -1.06570 -0.56861
N 0.66189 -0.78262 0.72471
F 1.70968 1.27903 -0.07286
*
```



Stability check: which of them is least stable? <x>.



<w>
Density functional theory data (the ωB97M-V functional and the def2-TZVPD basis) for a cluster of 2 separate species, C2H8N in total.

- LUMO (eV) = -4.19
- Kohn-Sham gap (eV) = 10.37

Structure (ORCA input):
```
! RIJCOSX wB97M-V def2-TZVPD def2/J DEFGRID3
* xyz 1 1
N -0.22229 -1.46077 -0.70413
H 0.50172 -2.08311 -1.08227
H -0.98497 -2.13925 -0.53240
H -0.66617 -0.97092 -1.48509
H -0.15429 -0.84430 0.09191
C 0.92201 0.90471 0.51547
C -0.27081 1.51899 0.75627
H 1.23205 1.06625 -0.54268
H 1.38963 0.22544 1.31616
H -0.68167 2.32561 0.09720
H -1.06522 1.45736 1.56957
*
```



<x>
Density functional theory data (the ωB97M-V functional and the def2-TZVPD basis) for a cluster of 2 separate species, C2H8N in total.

- LUMO (eV) = -10.16
- Kohn-Sham gap (eV) = 6.44

Structure (ORCA input):
```
! RIJCOSX wB97M-V def2-TZVPD def2/J DEFGRID3
* xyz 1 1
C 2.14299 -0.11677 0.09351
N -0.75642 -0.10247 -0.28367
C -2.03345 0.18166 0.14524
H 2.98445 0.55892 -0.02186
H 1.91279 -0.22283 1.15536
H 2.27092 -1.08460 -0.38282
H -0.73202 -0.60576 -1.19233
H 1.25404 0.39323 -0.32544
H -2.09310 1.30150 0.25090
H -2.15930 -0.23550 1.16109
H -2.79089 -0.06739 -0.59998
*
```



Stability check: which of them is least stable? <x>.



<w>
Density functional theory data (the ωB97M-V functional and the def2-TZVPD basis) for a cluster of 9 separate species, C21H57N3O9S6 in total.

- LUMO (eV) = 0.31
- Kohn-Sham gap (eV) = 8.34

Structure (ORCA input):
```
! RIJCOSX wB97M-V def2-TZVPD def2/J DEFGRID3
* xyz 0 1
C 4.07018 2.32574 -1.18878
C 3.23517 2.81315 -0.05382
O 2.48059 3.78003 -0.23533
N 3.32260 2.07573 1.10121
C 2.56217 2.45587 2.26596
H 4.23577 3.20028 -1.78331
H 3.50706 1.56414 -1.72142
H 4.96213 1.86384 -0.83912
H 4.09110 1.38101 1.23958
H 1.54733 2.65484 2.03597
H 2.91453 3.42152 2.76252
H 2.68836 1.65776 3.07673
C 1.82677 -1.96477 -6.23019
C 1.01762 -0.91818 -5.45155
O 0.31888 -1.14416 -4.52275
N 1.13975 0.35249 -5.97033
C 0.58019 1.48368 -5.24421
H 1.21854 -2.83181 -6.39786
H 2.69576 -2.15135 -5.64218
H 2.13176 -1.54288 -7.16749
H 1.47534 0.45941 -6.86241
H 1.10429 2.37623 -5.62216
H 0.74751 1.40633 -4.15855
H -0.50252 1.59686 -5.28349
C -3.40953 -0.43896 1.32908
C -2.80556 0.58780 2.19015
O -2.78270 0.45041 3.40332
N -2.26624 1.62694 1.55799
C -1.71278 2.75972 2.30777
H -3.58559 -1.24130 2.06912
H -2.77878 -0.68771 0.51227
H -4.38708 -0.14520 0.98253
H -2.37233 1.64560 0.55794
H -2.25838 3.07066 3.20731
H -1.64566 3.57794 1.60222
H -0.73723 2.56295 2.66705
C 5.61761 1.42138 4.23393
S 6.29207 0.11129 3.22379
O 5.54069 0.22075 1.92681
C 7.90402 0.93891 2.98916
H 5.62221 2.31223 3.51813
H 6.27591 1.61097 5.09665
H 4.62056 1.14894 4.65034
H 8.48721 0.75561 3.88723
H 7.79937 1.98062 2.70757
H 8.43027 0.34862 2.15762
C -5.17816 1.18709 -2.10008
S -3.84009 2.44560 -1.70110
O -2.53024 1.77220 -1.52960
C -3.69486 3.22391 -3.33861
H -5.35440 0.63942 -1.11968
H -4.83560 0.51316 -2.83342
H -5.98639 1.73724 -2.48166
H -4.56095 3.87270 -3.27055
H -3.84055 2.51324 -4.13601
H -2.72715 3.73800 -3.44351
C 0.76314 0.62267 6.19404
S 1.37887 -0.69867 5.10084
O 2.59153 -0.09867 4.50586
C 0.08474 -0.49531 3.89575
H 1.66669 0.82329 6.82387
H -0.06719 0.20855 6.73270
H 0.50861 1.49830 5.69283
H 0.11007 -1.23414 3.09697
H 0.36436 0.48910 3.39448
H -0.91700 -0.46040 4.35543
C -1.66222 -2.07199 -2.20129
S -3.26199 -2.95516 -2.22192
O -4.11429 -2.00481 -1.44713
C -3.56753 -2.57381 -3.91853
H -1.29358 -2.32648 -1.17717
H -1.80806 -0.98381 -2.21739
H -0.86209 -2.51244 -2.86182
H -3.61291 -1.46277 -3.97604
H -4.54083 -2.98506 -4.23509
H -2.78610 -2.91284 -4.56301
C -2.45221 -4.55651 0.52149
S -3.96242 -5.43789 -0.03418
O -3.97587 -6.68054 0.80918
C -5.22208 -4.36270 0.56732
H -2.51789 -3.46128 0.37188
H -1.59171 -4.98237 0.02808
H -2.36883 -4.71604 1.58475
H -5.08048 -4.35819 1.63897
H -6.24871 -4.67816 0.34858
H -5.12068 -3.36521 0.09478
C 2.44367 -1.14913 0.91716
S 0.81144 -1.16298 0.06811
O -0.22743 -1.66434 1.06169
C 0.49014 0.68703 -0.24883
H 2.36264 -0.36852 1.71764
H 3.27390 -1.01116 0.24619
H 2.55657 -2.11121 1.40223
H 1.19257 1.00747 -0.99099
H 0.49204 1.18993 0.69515
H -0.49946 0.73976 -0.70338
*
```



<x>
Density functional theory data (the ωB97M-V functional and the def2-TZVPD basis) for a cluster of 9 separate species, C21H57N3O9S6 in total.

- LUMO (eV) = -0.40
- Kohn-Sham gap (eV) = 7.36

Structure (ORCA input):
```
! RIJCOSX wB97M-V def2-TZVPD def2/J DEFGRID3
* xyz 0 1
C -4.69745 0.50501 2.68262
S -3.34693 0.16517 1.50924
O -3.12825 -1.34486 1.79327
C -2.02450 1.03008 2.45208
H -5.52594 -0.00071 2.18666
H -4.95208 1.55853 2.79820
H -4.59959 -0.08106 3.59642
H -2.14786 2.10426 2.31412
H -1.12463 0.61026 2.00254
H -2.13341 0.75799 3.50194
C -0.15028 -1.77485 3.51457
S -0.63036 -0.69222 4.90020
O -0.40181 0.73287 4.54608
C -2.45484 -1.07101 5.09753
H -0.18514 -2.79055 3.90859
H 0.93157 -1.68670 3.41489
H -0.69201 -1.65059 2.57692
H -2.70421 -2.00227 5.60612
H -3.06639 -1.03312 4.19605
H -2.98402 -0.28142 5.63103
C -0.93847 3.57558 -1.73947
S -2.78240 4.00702 -1.45664
O -3.38943 4.28502 -2.82038
C -3.32974 2.33676 -0.73533
H -0.33016 4.45144 -1.96517
H -0.86974 2.94980 -2.62929
H -0.52088 3.06782 -0.87004
H -3.24880 1.42554 -1.32797
H -4.41132 2.42672 -0.63433
H -2.73878 2.04845 0.13399
C -0.51849 -0.74138 0.55785
S -0.45336 0.98403 -0.17559
O -1.05197 2.00705 0.77262
C 1.38234 1.19255 -0.39553
H -0.46026 -0.67891 1.64450
H 0.23400 -1.38505 0.10226
H -1.48412 -1.18310 0.31181
H 1.82652 0.64032 -1.22369
H 1.91451 1.09480 0.55070
H 1.50535 2.24133 -0.66575
C 3.96962 -2.12196 -3.42092
S 3.17382 -1.25695 -1.97958
O 2.40751 -0.06041 -2.63887
C 1.94710 -2.62974 -1.67501
H 4.33977 -3.14044 -3.30335
H 4.80151 -1.47521 -3.69979
H 3.38262 -2.07689 -4.33824
H 1.29904 -2.29770 -0.86393
H 2.45215 -3.56262 -1.42447
H 1.37438 -2.80797 -2.58514
C -0.61029 -3.28180 -1.68726
S -2.21484 -2.71738 -0.91080
O -3.34679 -3.70547 -1.30151
C -1.84861 -3.14096 0.87351
H -0.62144 -2.53062 -2.47702
H -0.49128 -4.25837 -2.15655
H 0.24209 -3.01898 -1.06079
H -1.11985 -2.46607 1.32245
H -1.65343 -4.20909 0.96888
H -2.71113 -3.06446 1.53555
C 1.37826 -3.04150 1.40336
O 0.50617 -3.09975 0.56568
N 2.40295 -2.15014 1.31385
C 3.56301 -2.30636 2.15749
C 2.38973 -0.93934 0.47662
H 1.49921 -3.83073 2.16143
H 4.43429 -2.36996 1.50564
H 3.56339 -3.19683 2.78611
H 3.71932 -1.43377 2.79172
H 3.34906 -0.75232 -0.00588
H 1.68234 -0.88218 -0.35069
H 2.51556 -0.07676 1.13101
C 0.11039 0.56836 -3.24221
O -0.96952 0.04514 -3.04581
N 0.86314 0.34081 -4.34834
C 2.09593 0.96315 -4.55211
C 0.46929 -0.72271 -5.34825
H 0.57364 1.21531 -2.48126
H 1.86622 1.66562 -5.35327
H 2.85698 0.27429 -4.91868
H 2.60161 1.51610 -3.76051
H -0.47288 -1.24171 -5.17209
H 0.41735 -0.40071 -6.38831
H 1.21817 -1.51343 -5.39358
C -0.72758 4.65022 0.95476
O -0.73715 5.57184 0.12638
N 0.38790 3.97230 1.02009
C 0.85799 3.07223 2.11731
C 1.49895 4.28034 0.19122
H -1.50635 4.26449 1.63071
H 1.70880 3.49054 2.65512
H 1.18789 2.13053 1.67857
H 0.25741 2.82707 2.99326
H 1.36634 3.75530 -0.75474
H 1.55126 5.33275 -0.08768
H 2.43234 4.04431 0.70227
*
```



Stability check: which of them is least stable? <x>.